1.
Entry from OMol25: the molecule C3H8N2OS in a non-equilibrium geometry (ωB97M-V with the def2-TZVPD basis set).

Cartesian coordinates (Å):
N -0.670 -0.665 -1.980
C 0.242 0.089 -1.273
O 0.873 1.027 -1.676
C 0.171 -0.234 0.282
N 1.466 -0.895 0.683
C -0.091 1.146 0.944
S -1.368 1.241 2.293
H -1.344 -1.181 -1.426
H -0.363 -1.054 -2.858
H -0.697 -0.882 0.510
H 1.222 -1.875 0.739
H 2.253 -0.566 0.149
H -0.305 2.024 0.345
H 0.714 1.489 1.666
H -2.103 0.335 1.602

For the highest occupied orbital energy, the calculation gives -0.328 Eh. As for the largest force on an atom: 3.4 eV Å⁻¹. The HOMO-LUMO gap comes out at 0.3487 Ha. The structure (SMILES) is NC(=O)[C@@H](N)CS. The calculation puts the LUMO energy at 0.565 eV. The net charge is 0.

***

2.
Entry from OMol25: the molecule C3H8N2OS in a non-equilibrium geometry (ωB97M-V with the def2-TZVPD basis set).

Cartesian coordinates (Å):
N -0.264 0.788 2.476
C 0.828 0.196 1.866
O 1.943 0.360 2.364
N 0.670 -0.418 0.644
C -0.489 -0.269 -0.224
C -0.118 -0.613 -1.711
S -1.350 -0.163 -2.880
H 0.175 1.348 3.155
H -0.917 1.328 1.930
H 1.584 -0.775 0.355
H -0.658 0.818 -0.235
H -1.432 -0.698 0.179
H 0.122 -1.657 -1.878
H 0.810 -0.026 -1.860
H -0.902 -0.219 -4.182

For the highest occupied orbital energy, the calculation gives -0.345 Eh. As for the largest force on an atom: 2.6 eV Å⁻¹. The HOMO-LUMO gap comes out at 0.3695 Ha. The structure (SMILES) is NC(=O)NCCS. The calculation puts the LUMO energy at 0.660 eV. The net charge is 0.

***

3.
Entry from OMol25: the molecule C3H8N2OS in a non-equilibrium geometry (ωB97M-V with the def2-TZVPD basis set).

Cartesian coordinates (Å):
H -1.166 -1.945 0.725
N -0.314 -1.342 0.693
C -0.553 -0.212 0.125
C 0.487 0.848 -0.089
C 1.884 0.581 0.455
S 2.681 -0.773 -0.520
N -1.724 0.173 -0.551
O -2.855 -0.554 -0.224
H 0.580 1.125 -1.153
H 0.143 1.775 0.412
H 2.546 1.459 0.586
H 1.762 0.157 1.470
H 1.588 -1.520 -0.468
H -1.905 1.181 -0.413
H -3.154 -0.954 -1.049

For the highest occupied orbital energy, the calculation gives -0.319 Eh. As for the largest force on an atom: 1.9 eV Å⁻¹. The HOMO-LUMO gap comes out at 0.3432 Ha. The structure (SMILES) is [H]/N=C(/CCS)NO. The calculation puts the LUMO energy at 0.649 eV. The net charge is 0.

***

4.
Entry from OMol25: the molecule C3H8N2OS in a non-equilibrium geometry (ωB97M-V with the def2-TZVPD basis set).

Cartesian coordinates (Å):
N 2.671 -0.671 -0.481
S 1.435 -0.011 0.033
N 1.628 1.573 0.514
C 0.032 0.254 -0.971
C -1.075 0.413 0.126
C -0.793 -0.858 1.100
O 0.600 -1.059 1.021
H 2.661 -1.703 -0.619
H 2.536 1.834 0.890
H -0.239 -0.539 -1.767
H 0.103 1.177 -1.374
H -2.055 0.390 -0.177
H -0.797 1.367 0.587
H -1.181 -0.574 2.192
H -1.319 -1.759 0.727

For the highest occupied orbital energy, the calculation gives -0.332 Eh. As for the largest force on an atom: 4.8 eV Å⁻¹. The HOMO-LUMO gap comes out at 0.3626 Ha. The structure (SMILES) is N=S1(=N)CCCO1. The calculation puts the LUMO energy at 0.826 eV. The net charge is 0.

***

5.
Entry from OMol25: a structure of composition C3H8N2OS in a non-equilibrium geometry (ωB97M-V with the def2-TZVPD basis set).

Cartesian coordinates (Å):
C 1.156 0.506 -0.488
C 1.261 -0.861 0.228
C -0.045 1.233 0.071
N -2.258 0.201 1.220
N 0.079 -1.655 0.108
O -1.951 -0.099 -1.329
S -1.388 -0.005 -0.006
H 2.075 1.072 -0.331
H 1.023 0.345 -1.560
H 2.127 -1.402 -0.168
H 1.428 -0.684 1.296
H 0.058 1.488 1.121
H -0.354 2.093 -0.517
H -3.160 -0.244 1.199
H -0.051 -1.988 -0.843

For the highest occupied orbital energy (alpha / beta), the calculation gives -0.338 / -0.338 Eh. As for the largest force on an atom: 3.3 eV Å⁻¹. The HOMO-LUMO gap (alpha / beta) comes out at 0.3532 / 0.3532 Ha. The calculation puts the LUMO energy (alpha / beta) at 0.403 / 0.403 eV. The net charge is 0.

***

6.
Entry from OMol25: the molecule C3H8N2OS2 in a non-equilibrium geometry (ωB97M-V with the def2-TZVPD basis set).

Cartesian coordinates (Å):
N -2.350 -0.769 -0.867
C -1.016 -0.809 -1.140
O -0.640 -1.157 -2.251
C -0.063 -0.601 0.023
N -0.727 -0.721 1.329
C 0.769 0.636 -0.136
S 2.362 0.542 0.783
S 3.086 2.448 1.146
H -2.670 -0.470 0.037
H -3.033 -0.937 -1.572
H 0.487 -1.553 -0.076
H -0.663 -1.643 1.736
H -0.380 -0.009 1.955
H 1.020 0.922 -1.157
H 0.125 1.461 0.194
H 3.693 2.661 -0.003

For the highest occupied orbital energy, the calculation gives -0.344 Eh. As for the largest force on an atom: 2.3 eV Å⁻¹. The HOMO-LUMO gap comes out at 0.3596 Ha. The structure (SMILES) is NC(=O)[C@H](N)CSS. The calculation puts the LUMO energy at 0.430 eV. The net charge is 0.

***

7.
Entry from OMol25: a cluster of 2 separate species, C3H8N2P in total in a non-equilibrium geometry (ωB97M-V with the def2-TZVPD basis set).

Cartesian coordinates (Å):
C 2.480 -0.934 0.448
C 0.586 0.949 -0.792
C 0.819 -0.388 -1.001
N 1.490 -1.253 -0.236
N -3.976 -0.110 0.297
P 3.560 0.520 0.256
H 2.891 -1.641 1.360
H 0.091 1.695 -1.379
H 0.894 1.343 0.093
H 0.341 -0.816 -1.748
H -4.114 0.863 0.497
H -4.153 -0.673 1.128
H -4.218 -0.558 -0.543
H 3.309 1.003 1.619

For the highest occupied orbital energy (alpha / beta), the calculation gives -0.440 / -0.440 Eh. As for the largest force on an atom: 4.8 eV Å⁻¹. The HOMO-LUMO gap (alpha / beta) comes out at 0.1424 / 0.1649 Ha. The calculation puts the LUMO energy (alpha / beta) at -8.089 / -7.485 eV. The net charge is +1.

***

8.
Entry from OMol25: the molecule C3H8N2S in a non-equilibrium geometry (ωB97M-V with the def2-TZVPD basis set).

Cartesian coordinates (Å):
C -0.812 1.056 -0.127
C -1.303 -0.288 -0.376
N -0.394 -1.314 0.088
N 1.049 -0.948 -0.168
C 1.744 0.034 0.343
S 3.379 -0.009 -0.198
H -0.611 1.076 0.921
H -1.749 1.750 -0.384
H 0.105 1.457 -0.452
H -2.250 -0.492 0.439
H -1.606 -0.463 -1.445
H -0.450 -1.219 1.064
H 1.701 -1.681 -0.501
H 1.196 1.044 0.796

For the highest occupied orbital energy, the calculation gives -0.308 Eh. As for the largest force on an atom: 4.9 eV Å⁻¹. The HOMO-LUMO gap comes out at 0.3163 Ha. The structure (SMILES) is CCNNC=S. The calculation puts the LUMO energy at 0.234 eV. The net charge is 0.

***

9.
Entry from OMol25: the molecule C3H8N2S in a non-equilibrium geometry (ωB97M-V with the def2-TZVPD basis set).

Cartesian coordinates (Å):
C 1.145 -0.827 0.369
C -0.139 -0.343 -0.378
C -0.481 1.115 -0.104
N -1.969 1.118 -0.355
S -2.669 -0.373 0.306
N -1.307 -1.254 -0.271
H 0.868 -1.021 1.380
H 1.728 0.126 0.331
H 1.790 -1.679 0.001
H 0.161 -0.419 -1.518
H -0.115 1.415 0.843
H -0.170 1.922 -0.810
H -2.419 1.929 -0.020
H -1.633 -1.692 -1.236

For the highest occupied orbital energy, the calculation gives -0.283 Eh. As for the largest force on an atom: 4.9 eV Å⁻¹. The HOMO-LUMO gap comes out at 0.3158 Ha. The structure (SMILES) is C[C@@H]1CNSN1. The calculation puts the LUMO energy at 0.893 eV. The net charge is 0.

***

10.
Entry from OMol25: the molecule C3H8N2S in a non-equilibrium geometry (ωB97M-V with the def2-TZVPD basis set).

Cartesian coordinates (Å):
C -1.095 1.187 -0.027
C -1.176 -0.320 -0.311
N -0.202 -1.242 0.235
N 1.069 -0.977 -0.215
C 1.926 -0.111 0.330
S 3.449 0.187 -0.141
H -1.320 1.464 1.039
H -1.873 1.621 -0.657
H -0.111 1.600 -0.275
H -2.196 -0.614 0.023
H -1.163 -0.438 -1.422
H -0.213 -1.245 1.246
H 1.422 -1.497 -1.017
H 1.482 0.385 1.192

For the highest occupied orbital energy, the calculation gives -0.312 Eh. As for the largest force on an atom: 1.7 eV Å⁻¹. The HOMO-LUMO gap comes out at 0.3403 Ha. The structure (SMILES) is CCNNC=S. The calculation puts the LUMO energy at 0.772 eV. The net charge is 0.

***

11.
Entry from OMol25: a cluster of 2 separate species, C3H8N3 in total in a non-equilibrium geometry (ωB97M-V with the def2-TZVPD basis set).

Cartesian coordinates (Å):
C 0.752 1.525 -2.163
C 0.992 0.769 0.054
C -1.625 -1.984 1.647
N -0.257 0.659 -1.773
N 1.523 1.669 -1.084
N -0.175 0.291 -0.616
H 0.803 1.938 -3.092
H 1.710 0.074 0.404
H 0.719 1.027 1.100
H -2.145 -2.686 2.214
H -0.842 -2.596 1.254
H -1.441 -1.113 2.155
H 2.398 2.162 -1.051
H -2.410 -1.736 0.953

For the highest occupied orbital energy, the calculation gives -0.561 Eh. As for the largest force on an atom: 7.0 eV Å⁻¹. The HOMO-LUMO gap comes out at 0.3049 Ha. The calculation puts the LUMO energy at -6.971 eV. The net charge is +1.

***

12.
Entry from OMol25: a cluster of 2 separate species, C3H8N3 in total in a non-equilibrium geometry (ωB97M-V with the def2-TZVPD basis set).

Cartesian coordinates (Å):
C 1.170 0.116 -0.264
C -1.783 0.168 0.139
C 2.606 0.320 -0.077
N 0.401 0.507 0.594
N -2.124 -1.067 0.190
N -2.352 1.231 -0.338
H 0.936 -0.325 -1.313
H 3.061 -0.698 -0.166
H 2.972 1.020 -0.941
H 2.784 1.020 0.814
H -1.369 -1.664 0.478
H -3.131 -1.444 0.326
H -1.877 2.033 -0.720
H -3.385 1.259 -0.578

For the highest occupied orbital energy (alpha / beta), the calculation gives -0.513 / -0.518 Eh. As for the largest force on an atom: 4.6 eV Å⁻¹. The HOMO-LUMO gap (alpha / beta) comes out at 0.3214 / 0.3377 Ha. The calculation puts the LUMO energy (alpha / beta) at -5.206 / -4.914 eV. The net charge is +1.

***

13.
Entry from OMol25: a cluster of 2 separate species, C3H8N3 in total in a non-equilibrium geometry (ωB97M-V with the def2-TZVPD basis set).

Cartesian coordinates (Å):
C 0.120 -0.178 -0.243
C 1.255 0.187 -0.746
C -0.782 -2.426 0.326
N 0.822 3.173 -0.065
N -0.205 3.439 0.506
N -0.642 -0.975 0.384
H -1.020 2.862 0.343
H 2.125 0.409 -0.076
H 1.347 0.265 -1.757
H -0.112 -2.713 -0.444
H -1.768 -2.703 0.044
H -0.601 -2.947 1.200
H 0.996 2.169 -0.343
H -1.534 -0.563 0.870

For the highest occupied orbital energy, the calculation gives -0.454 Eh. As for the largest force on an atom: 4.6 eV Å⁻¹. The HOMO-LUMO gap comes out at 0.2634 Ha. The calculation puts the LUMO energy at -5.190 eV. The net charge is +1.

***

14.
Entry from OMol25: the ion C3H8N3 with charge +1 in a non-equilibrium geometry (ωB97M-V with the def2-TZVPD basis set).

Cartesian coordinates (Å):
H -0.700 2.327 0.135
N -0.552 1.277 0.152
C -1.542 0.514 0.059
C -1.112 -0.948 -0.037
N 0.196 -1.135 0.217
C 0.965 -0.127 -0.364
N 2.149 0.304 0.121
H -2.526 0.824 -0.114
H -1.728 -1.673 0.597
H -1.417 -1.171 -1.090
H 0.375 -1.498 1.141
H 0.500 0.378 -1.200
H 2.726 0.949 -0.541
H 2.669 -0.019 0.924

For the highest occupied orbital energy, the calculation gives -0.538 Eh. As for the largest force on an atom: 6.3 eV Å⁻¹. The HOMO-LUMO gap comes out at 0.4127 Ha. The structure (SMILES) is [H]/N=C/C/[NH+]=C/N. The calculation puts the LUMO energy at -3.404 eV. The net charge is +1.

***

15.
Entry from OMol25: a structure of composition C3H8N3 in a non-equilibrium geometry (ωB97M-V with the def2-TZVPD basis set).

Cartesian coordinates (Å):
C 2.404 0.186 -0.330
C 0.553 -0.274 0.136
C -1.791 0.044 -0.359
N 1.760 -0.937 0.046
N 1.322 0.886 -0.397
N -0.548 -0.665 -0.543
H 3.395 0.254 -0.657
H 0.008 0.291 2.027
H -1.722 1.037 -0.812
H -2.592 -0.281 -1.062
H -2.052 0.236 0.688
H 1.999 -1.708 0.548
H 1.166 1.874 -0.456
H -0.495 -1.675 -0.906

For the highest occupied orbital energy (alpha / beta), the calculation gives -0.500 / -0.485 Eh. As for the largest force on an atom: 3.8 eV Å⁻¹. The HOMO-LUMO gap (alpha / beta) comes out at 0.3071 / 0.2995 Ha. The calculation puts the LUMO energy (alpha / beta) at -5.248 / -5.060 eV. The net charge is +1.

***

16.
Entry from OMol25: the ion C3H8N3 with charge +1 in a non-equilibrium geometry (ωB97M-V with the def2-TZVPD basis set).

Cartesian coordinates (Å):
H 0.212 -1.190 3.239
N -0.218 -0.388 2.761
N 0.004 -0.429 1.547
C -0.558 0.640 0.799
N 0.148 0.660 -0.653
C 0.956 -0.496 -1.031
C -0.342 -0.245 -1.680
H -1.625 0.505 0.617
H -0.377 1.624 1.238
H 0.469 1.589 -0.908
H 1.027 -1.259 -0.267
H 1.875 -0.292 -1.565
H -0.376 0.128 -2.695
H -1.195 -0.848 -1.401

For the highest occupied orbital energy, the calculation gives -0.514 Eh. As for the largest force on an atom: 3.1 eV Å⁻¹. The HOMO-LUMO gap comes out at 0.3721 Ha. The structure (SMILES) is [H]/N=N/C[NH+]1CC1. The calculation puts the LUMO energy at -3.853 eV. The net charge is +1.

***

17.
Entry from OMol25: a cluster of 2 separate species, C3H8N3 in total in a non-equilibrium geometry (ωB97M-V with the def2-TZVPD basis set).

Cartesian coordinates (Å):
C 0.845 -1.041 -0.254
C 2.583 0.675 -0.388
C -1.203 1.292 -0.122
N 1.671 -0.088 -0.632
N -0.490 -0.959 -0.265
N -1.197 0.068 -0.576
H 1.274 -2.015 -0.054
H 3.068 1.216 -1.100
H 2.890 0.979 0.667
H -2.118 1.845 -0.182
H -0.476 1.862 0.377
H -2.703 -2.006 1.979
H -2.123 -1.599 1.676
H -2.021 -0.231 -1.126

For the highest occupied orbital energy, the calculation gives -0.518 Eh. As for the largest force on an atom: 5.5 eV Å⁻¹. The HOMO-LUMO gap comes out at 0.3281 Ha. The calculation puts the LUMO energy at -5.178 eV. The net charge is +1.